Entry 1:
201
Properties=species:S:1:pos:R:3:lowdin_charge:R:1 method="wB97M-V/def2-TZVPD" de_lowest_kcal_mol=93.60 energy_ha=-4015.774601 homo_energy_ev=-11.7 total_charge=+2 gap_ev=4.55
Hg -2.47 -1.75 1.31 1.236
Hg -1.29 5.91 0.85 1.280
C -0.07 1.97 0.99 0.013
C -0.50 0.57 0.76 -0.254
C -1.11 0.27 -0.69 -0.293
O -1.80 -0.76 -0.76 -0.105
C -1.03 1.29 -1.72 0.010
C -0.52 2.54 -1.49 -0.359
C -0.04 2.86 -0.07 -0.298
O 0.23 4.08 0.33 -0.188
O -0.28 3.24 -2.54 -0.059
O -0.68 -0.37 1.59 -0.119
H 0.12 2.30 2.00 0.080
H -1.35 1.02 -2.72 0.097
C 2.41 0.86 -3.81 -0.059
C 1.97 1.44 -5.16 -0.393
C 2.23 0.63 -6.45 -0.193
O 3.60 0.79 -6.85 -0.208
C 3.85 0.28 -8.19 -0.072
N 0.56 1.66 -4.94 0.039
H 2.12 1.56 -3.02 0.069
H 3.50 0.75 -3.73 0.077
H 2.06 -0.12 -3.50 0.055
H 2.51 2.37 -5.32 0.141
H 1.64 0.95 -7.31 0.112
H 1.91 -0.40 -6.31 0.115
H 4.89 0.26 -8.52 0.088
H 3.17 0.81 -8.86 0.080
H 3.50 -0.75 -8.15 0.078
H 0.27 0.91 -4.32 0.031
H 0.40 2.41 -4.29 0.029
C 0.21 -2.30 -3.35 -0.051
C -0.87 -3.28 -3.54 -0.431
C -0.31 -4.66 -3.70 -0.206
O 0.30 -4.64 -4.98 -0.176
C 0.85 -5.97 -5.29 -0.065
N -1.74 -3.09 -2.40 0.054
H -0.22 -1.31 -3.20 0.066
H 0.80 -2.13 -4.25 0.089
H 0.87 -2.55 -2.51 0.069
H -1.46 -3.04 -4.43 0.137
H -1.14 -5.37 -3.74 0.125
H 0.38 -4.95 -2.90 0.111
H 0.10 -6.75 -5.27 0.086
H 1.64 -6.22 -4.58 0.077
H 1.47 -5.98 -6.20 0.088
H -2.62 -3.49 -2.68 0.039
H -1.89 -2.10 -2.25 0.034
C 6.10 -3.91 -1.60 -0.060
C 4.60 -3.48 -1.56 -0.416
C 4.42 -1.99 -0.98 -0.159
O 3.05 -1.67 -1.22 -0.221
C 2.60 -0.56 -0.38 -0.059
N 3.99 -3.84 -2.81 0.060
H 6.69 -3.32 -2.29 0.077
H 6.25 -4.96 -1.86 0.074
H 6.45 -3.94 -0.57 0.071
H 4.16 -4.12 -0.80 0.101
H 5.07 -1.27 -1.48 0.120
H 4.77 -1.87 0.05 0.114
H 1.55 -0.40 -0.60 0.072
H 3.17 0.37 -0.34 0.091
H 2.71 -0.94 0.64 0.066
H 3.08 -3.41 -2.75 0.037
H 4.39 -3.30 -3.57 0.081
C 0.56 -3.37 2.49 -0.041
C 0.50 -3.17 0.97 -0.350
C 1.45 -4.15 0.23 -0.158
O 0.92 -5.48 0.46 -0.192
C 1.62 -6.50 -0.29 -0.076
N -0.90 -3.29 0.44 0.034
H 0.04 -4.25 2.86 0.074
H 0.17 -2.52 3.05 0.045
H 1.58 -3.60 2.78 0.090
H 0.84 -2.14 0.83 0.095
H 2.42 -4.12 0.74 0.120
H 1.53 -3.90 -0.83 0.099
H 1.26 -7.48 0.04 0.086
H 2.70 -6.58 -0.16 0.089
H 1.37 -6.47 -1.35 0.071
H -0.82 -3.37 -0.56 0.043
H -1.16 -4.25 0.63 0.046
C 2.43 6.96 3.38 -0.019
C 1.33 6.04 2.83 -0.424
C 1.06 4.90 3.83 -0.171
O 0.88 5.51 5.14 -0.167
C 0.03 4.76 6.00 -0.101
N 0.09 6.73 2.61 0.024
H 3.25 6.36 3.78 0.101
H 2.09 7.61 4.19 0.093
H 2.81 7.61 2.59 0.073
H 1.67 5.56 1.91 0.128
H 1.89 4.20 3.76 0.111
H 0.26 4.27 3.46 0.107
H -0.21 5.35 6.88 0.097
H 0.46 3.79 6.25 0.085
H -0.98 4.53 5.67 0.081
H 0.26 7.70 2.82 0.107
H -0.35 6.60 3.51 0.091
C -6.16 -3.62 0.39 -0.041
C -5.01 -3.63 -0.56 -0.385
C -5.53 -3.60 -2.03 -0.145
O -4.39 -3.54 -2.90 -0.269
C -4.69 -3.92 -4.26 -0.052
N -4.13 -2.46 -0.29 0.029
H -6.90 -4.40 0.18 0.098
H -6.68 -2.67 0.30 0.093
H -5.76 -3.77 1.39 0.066
H -4.31 -4.45 -0.41 0.136
H -6.23 -2.77 -2.15 0.139
H -5.93 -4.61 -2.15 0.135
H -4.89 -4.99 -4.32 0.093
H -3.74 -3.80 -4.78 0.086
H -5.50 -3.40 -4.76 0.097
H -3.50 -2.39 -1.08 0.028
H -4.74 -1.69 -0.52 0.090
C -3.16 4.65 -5.11 -0.035
C -3.95 3.55 -4.35 -0.403
C -3.54 2.03 -4.70 -0.177
O -4.17 1.06 -3.90 -0.205
C -3.87 -0.25 -4.32 -0.101
N -3.80 3.79 -2.95 0.035
H -3.18 5.57 -4.53 0.055
H -3.53 4.76 -6.13 0.082
H -2.11 4.35 -5.15 0.074
H -5.01 3.56 -4.59 0.133
H -2.46 1.97 -4.52 0.103
H -3.90 1.84 -5.70 0.130
H -4.05 -0.91 -3.48 0.072
H -2.86 -0.37 -4.73 0.093
H -4.59 -0.53 -5.10 0.092
H -4.28 3.01 -2.51 0.071
H -2.86 3.50 -2.75 0.036
C 5.64 1.17 4.91 -0.052
C 4.41 0.39 4.48 -0.431
C 4.38 0.08 2.97 -0.153
O 4.41 1.22 2.01 -0.163
C 3.27 2.00 2.15 -0.157
N 4.44 -0.91 5.16 0.030
H 5.92 1.97 4.22 0.080
H 6.50 0.50 4.92 0.084
H 5.53 1.61 5.90 0.082
H 3.52 0.98 4.68 0.116
H 3.61 -0.66 2.73 0.107
H 5.30 -0.47 2.77 0.125
H 3.22 2.61 1.25 0.100
H 3.21 2.63 3.03 0.062
H 2.33 1.46 2.26 0.069
H 5.29 -1.39 4.90 0.083
H 4.64 -0.78 6.14 0.080
C -2.01 8.47 -1.82 -0.034
C -1.37 7.17 -2.20 -0.421
C 0.13 7.06 -1.87 -0.204
O 0.37 7.42 -0.55 -0.276
C 1.64 8.04 -0.35 -0.064
N -2.00 6.08 -1.51 0.053
H -3.09 8.41 -1.98 0.089
H -1.67 9.38 -2.32 0.105
H -1.94 8.54 -0.74 0.068
H -1.50 7.05 -3.28 0.154
H 0.71 7.65 -2.59 0.138
H 0.52 6.07 -2.08 0.129
H 2.47 7.38 -0.58 0.107
H 1.78 8.35 0.68 0.070
H 1.78 8.97 -0.91 0.104
H -2.99 6.19 -1.66 0.091
H -1.79 5.25 -2.04 0.061
C -3.37 -2.16 5.73 -0.040
C -2.87 -2.61 4.35 -0.405
C -3.92 -3.29 3.43 -0.144
O -3.40 -3.70 2.13 -0.324
C -3.01 -5.03 2.08 -0.115
N -2.39 -1.45 3.66 0.019
H -4.35 -1.69 5.61 0.088
H -2.77 -1.40 6.23 0.079
H -3.48 -2.98 6.44 0.090
H -2.02 -3.27 4.52 0.138
H -4.64 -2.49 3.28 0.123
H -4.47 -4.08 3.94 0.141
H -2.29 -5.25 2.87 0.098
H -2.59 -5.37 1.13 0.093
H -3.78 -5.78 2.26 0.105
H -1.55 -1.17 4.15 0.031
H -3.03 -0.74 4.00 0.097
C -0.18 -3.01 7.33 -0.019
C 0.71 -2.21 6.31 -0.428
C 0.42 -0.72 6.26 -0.107
O -0.36 -0.41 5.04 -0.257
C -0.42 0.94 4.70 -0.115
N 2.07 -2.38 6.70 0.033
H 0.10 -4.07 7.38 0.086
H -1.19 -2.90 6.95 0.036
H -0.15 -2.55 8.32 0.083
H 0.70 -2.61 5.30 0.122
H 1.35 -0.18 6.08 0.111
H -0.10 -0.36 7.15 0.132
H 0.56 1.42 4.73 0.081
H -1.02 1.45 5.46 0.089
H -0.93 1.12 3.75 0.074
H 2.15 -2.03 7.65 0.079
H 2.73 -1.80 6.21 0.021

---

Entry 2:
208
Properties=species:S:1:pos:R:3:lowdin_charge:R:1 method="wB97M-V/def2-TZVPD" smiles="COCCNCCOC.COCCNCCOC.COCCNCCOC.COCCNCCOC.COCCNCCOC.COCCNCCOC.COCCNCCOC.COCCNCCOC.NC(N)=O.NC(N)=O" de_lowest_kcal_mol=0.00 energy_ha=-3992.892248 homo_energy_ev=-8.0 gap_ev=8.45
C 5.09 1.06 0.05 -0.061
O 4.24 0.38 1.00 -0.205
C 4.77 0.05 2.22 -0.278
C 4.16 -1.19 2.82 -0.231
N 4.71 -1.39 4.12 -0.024
C 5.15 -2.78 4.45 -0.158
C 4.01 -3.82 4.63 -0.249
O 3.07 -3.35 5.55 -0.240
C 1.98 -4.29 5.67 -0.063
H 4.45 1.08 -0.83 0.066
H 5.93 0.43 -0.13 0.076
H 5.36 2.10 0.33 0.099
H 4.66 0.82 2.97 0.116
H 5.87 -0.20 2.22 0.135
H 4.37 -1.85 1.99 0.126
H 3.07 -1.02 2.85 0.111
H 4.00 -1.15 4.78 0.055
H 5.80 -2.82 5.31 0.096
H 5.86 -3.10 3.67 0.121
H 4.45 -4.80 4.94 0.127
H 3.50 -4.01 3.67 0.121
H 1.37 -4.17 4.75 0.086
H 1.49 -4.05 6.64 0.104
H 2.41 -5.31 5.57 0.087
C -8.64 -1.50 6.10 -0.115
O -7.58 -1.73 5.22 -0.197
C -7.59 -0.79 4.19 -0.247
C -6.20 -0.88 3.56 -0.189
N -5.96 -2.22 3.01 -0.049
C -4.59 -2.52 2.64 -0.213
C -4.25 -2.21 1.16 -0.215
O -4.51 -0.87 0.76 -0.204
C -3.50 0.10 1.19 -0.065
H -9.56 -1.52 5.50 0.096
H -8.46 -0.58 6.63 0.087
H -8.70 -2.33 6.80 0.088
H -7.71 0.25 4.55 0.127
H -8.38 -1.00 3.47 0.125
H -5.51 -0.74 4.38 0.113
H -6.04 -0.14 2.78 0.111
H -6.21 -2.91 3.69 0.096
H -4.45 -3.59 2.76 0.115
H -3.88 -1.97 3.24 0.094
H -4.89 -2.87 0.61 0.087
H -3.18 -2.53 1.06 0.121
H -3.94 1.09 1.07 0.085
H -2.58 0.03 0.63 0.070
H -3.30 -0.17 2.25 0.073
C -6.58 -7.52 -2.74 -0.161
O -6.35 -6.22 -2.36 -0.187
C -4.93 -6.09 -2.11 -0.185
C -4.67 -4.60 -1.93 -0.213
N -4.86 -3.88 -3.16 -0.049
C -4.23 -2.58 -3.21 -0.215
C -2.80 -2.65 -3.66 -0.169
O -2.24 -1.31 -3.77 -0.247
C -2.53 -0.64 -4.95 -0.132
H -7.64 -7.62 -2.96 0.090
H -6.24 -8.19 -1.99 0.074
H -6.11 -7.71 -3.74 0.100
H -4.43 -6.52 -2.98 0.124
H -4.61 -6.58 -1.19 0.109
H -3.66 -4.49 -1.55 0.096
H -5.33 -4.23 -1.13 0.117
H -5.85 -3.81 -3.37 0.118
H -4.33 -1.99 -2.27 0.132
H -4.76 -1.95 -3.93 0.119
H -2.62 -3.14 -4.63 0.124
H -2.18 -3.23 -2.95 0.108
H -1.71 0.06 -5.06 0.082
H -3.48 -0.09 -4.84 0.086
H -2.56 -1.38 -5.74 0.087
C 4.58 1.69 -8.46 -0.097
O 4.95 1.14 -7.19 -0.185
C 4.65 1.92 -6.10 -0.270
C 4.45 1.06 -4.83 -0.160
N 3.15 0.31 -5.03 -0.057
C 2.81 -0.58 -3.95 -0.233
C 1.58 -1.35 -4.34 -0.218
O 1.98 -2.29 -5.34 -0.201
C 0.94 -2.81 -6.08 -0.121
H 3.58 2.17 -8.47 0.097
H 4.67 0.91 -9.19 0.073
H 5.30 2.42 -8.85 0.084
H 3.66 2.41 -6.32 0.118
H 5.38 2.72 -5.97 0.118
H 4.34 1.66 -3.92 0.093
H 5.27 0.33 -4.72 0.121
H 3.24 -0.22 -5.90 0.111
H 2.50 0.02 -3.08 0.106
H 3.62 -1.22 -3.62 0.126
H 0.78 -0.67 -4.68 0.121
H 1.26 -1.90 -3.41 0.102
H 0.31 -2.00 -6.51 0.090
H 0.33 -3.39 -5.39 0.080
H 1.33 -3.45 -6.87 0.090
C 2.26 3.28 -2.69 -0.135
O 1.98 4.44 -2.01 -0.229
C 1.01 5.28 -2.71 -0.159
C 0.83 6.57 -1.94 -0.210
N 2.05 7.33 -1.87 -0.064
C 2.04 8.60 -1.25 -0.221
C 3.46 8.96 -0.86 -0.202
O 4.00 8.02 0.09 -0.182
C 5.35 8.18 0.12 -0.167
H 2.98 2.64 -2.20 0.070
H 2.61 3.47 -3.75 0.099
H 1.32 2.75 -2.87 0.081
H 0.05 4.76 -2.76 0.091
H 1.40 5.38 -3.72 0.129
H 0.43 6.36 -0.91 0.105
H 0.03 7.17 -2.39 0.136
H 2.69 6.75 -1.33 0.095
H 1.41 8.58 -0.35 0.108
H 1.66 9.32 -1.97 0.127
H 3.49 9.98 -0.43 0.132
H 4.04 8.97 -1.80 0.129
H 5.79 8.05 -0.87 0.087
H 5.92 7.51 0.76 0.094
H 5.62 9.20 0.42 0.091
C 2.14 -6.75 -4.77 -0.146
O 1.23 -5.99 -4.05 -0.198
C 1.91 -5.13 -3.12 -0.199
C 0.87 -4.48 -2.25 -0.207
N 0.15 -5.47 -1.45 -0.036
C -0.79 -4.97 -0.51 -0.231
C -1.25 -6.07 0.39 -0.196
O -2.00 -7.06 -0.33 -0.202
C -2.11 -8.27 0.32 -0.139
H 2.77 -7.35 -4.14 0.079
H 2.75 -6.10 -5.41 0.088
H 1.51 -7.27 -5.51 0.097
H 2.46 -4.37 -3.67 0.114
H 2.59 -5.72 -2.50 0.126
H 0.24 -3.80 -2.80 0.091
H 1.45 -3.80 -1.60 0.108
H -0.21 -6.21 -2.03 0.110
H -1.60 -4.45 -1.02 0.094
H -0.29 -4.21 0.07 0.101
H -1.90 -5.63 1.16 0.120
H -0.35 -6.54 0.86 0.135
H -2.68 -8.12 1.26 0.093
H -1.15 -8.70 0.62 0.091
H -2.74 -8.87 -0.29 0.074
C 0.48 -2.17 2.09 -0.068
O 0.50 -1.71 3.48 -0.216
C 0.16 -0.33 3.53 -0.232
C 0.32 0.05 4.98 -0.235
N 1.64 -0.25 5.43 -0.056
C 1.80 0.17 6.82 -0.211
C 3.07 -0.43 7.41 -0.219
O 3.16 -0.32 8.82 -0.181
C 3.37 0.97 9.29 -0.137
H 1.26 -1.63 1.55 0.056
H -0.50 -1.98 1.61 0.087
H 0.76 -3.23 2.07 0.085
H -0.85 -0.12 3.18 0.113
H 0.86 0.26 2.90 0.114
H -0.46 -0.51 5.55 0.130
H 0.16 1.14 5.08 0.127
H 1.88 -1.24 5.33 0.089
H 0.94 -0.20 7.41 0.119
H 1.75 1.25 6.93 0.111
H 3.93 0.04 6.88 0.131
H 3.19 -1.49 7.18 0.107
H 3.66 0.83 10.31 0.078
H 2.49 1.65 9.14 0.096
H 4.26 1.42 8.81 0.092
C -1.08 8.30 1.82 -0.094
O -1.65 7.50 0.78 -0.212
C -2.97 7.11 1.13 -0.245
C -3.54 6.14 0.11 -0.225
N -2.94 4.82 0.13 -0.026
C -1.74 4.68 -0.70 -0.224
C -1.35 3.23 -0.90 -0.237
O -2.29 2.42 -1.56 -0.206
C -2.66 2.87 -2.90 -0.057
H -0.02 8.36 1.48 0.078
H -1.03 7.68 2.69 0.078
H -1.57 9.28 1.99 0.098
H -3.58 8.03 1.12 0.124
H -3.07 6.60 2.10 0.128
H -3.43 6.73 -0.83 0.126
H -4.59 5.97 0.31 0.118
H -3.66 4.27 -0.34 0.102
H -0.89 5.14 -0.19 0.099
H -1.82 5.33 -1.59 0.112
H -1.07 2.81 0.09 0.128
H -0.46 3.21 -1.50 0.080
H -3.16 3.86 -2.89 0.086
H -3.28 2.12 -3.37 0.075
H -1.77 3.00 -3.56 0.094
N 1.35 0.58 -0.46 0.200
C 0.77 -0.41 -1.09 -0.720
N -0.33 -0.02 -1.73 0.211
O 1.19 -1.58 -1.13 -0.018
H 0.89 1.43 -0.20 0.064
H 2.24 0.26 0.00 0.113
H -0.68 0.91 -1.62 0.056
H -0.81 -0.65 -2.38 0.093
N 1.87 4.30 3.05 0.155
C 1.71 3.81 1.79 -0.690
N 2.26 4.61 0.91 0.190
O 0.98 2.85 1.59 0.018
H 2.60 4.91 3.33 0.088
H 1.57 3.71 3.79 0.083
H 1.89 4.45 -0.04 0.087
H 2.71 5.51 1.05 0.113